{
  "formula": "C4H7NO",
  "method": "ωB97M-V with the def2-TZVPD basis set",
  "symbols": ["O", "C", "C", "C", "C", "N", "H", "H", "H", "H", "H", "H", "H"],
  "coordinates": [[0.19900, 0.13991, 2.57437], [-0.75251, -0.23006, 1.92838], [-0.81867, -0.15941, 0.42042], [0.45716, 0.44004, -0.16335], [1.17229, -0.49730, -2.37657], [0.53773, 0.39167, -1.63467], [-1.64816, -0.65360, 2.42854], [-1.71015, 0.41785, 0.14031], [-0.98382, -1.17640, 0.03516], [0.58098, 1.47739, 0.16163], [1.58005, -1.18818, -1.59040], [1.31939, -0.12165, 0.18512], [0.06670, 1.15975, -2.10893]],
  "mulliken_charge": [-0.46, 0.05, -0.41, -0.68, -0.26, -0.09, 0.34, 0.29, 0.27, 0.30, 0.11, 0.34, 0.21],
  "gap_ev": 9.3590,
  "e_homo_ev": -8.55
}

=====

{
  "formula": "C4H7NO",
  "method": "ωB97M-V with the def2-TZVPD basis set",
  "symbols": ["C", "O", "C", "C", "C", "N", "H", "H", "H", "H", "H", "H", "H"],
  "coordinates": [[2.11624, 0.32295, 0.04961], [0.99028, -0.47314, 0.31437], [-0.21517, 0.21899, 0.15206], [-1.31493, -0.77025, 0.52424], [-3.24808, 0.35380, -0.21459], [-2.58296, -0.07781, 0.66531], [2.13069, 0.66794, -0.99618], [2.14193, 1.20296, 0.71049], [2.99698, -0.29564, 0.23829], [-0.27037, 1.10442, 0.80635], [-0.32663, 0.57832, -0.88772], [-1.07698, -1.25788, 1.46132], [-1.42611, -1.52542, -0.26024]],
  "mulliken_charge": [-0.69, -0.30, -0.41, -0.43, -0.01, -0.23, 0.29, 0.30, 0.24, 0.34, 0.32, 0.30, 0.28],
  "gap_ev": 11.1105,
  "e_homo_ev": -10.38
}

=====

{
  "formula": "C4H7NO",
  "method": "ωB97M-V with the def2-TZVPD basis set",
  "symbols": ["C", "N", "C", "C", "C", "O", "H", "H", "H", "H", "H", "H", "H"],
  "coordinates": [[-1.75300, -0.32351, -0.05088], [-1.30670, 1.00644, 0.36108], [-0.53431, 0.27008, -0.63468], [0.79705, -0.38876, -0.42423], [1.88702, 0.18313, 0.36585], [1.08599, -0.88240, 0.87149], [-1.57395, -1.12203, 0.66701], [-2.68608, -0.36053, -0.60068], [-0.99758, 0.88108, 1.31685], [-0.63914, 0.69230, -1.63226], [1.06840, -1.06767, -1.23854], [2.92028, -0.07994, 0.13512], [1.74297, 1.14330, 0.85782]],
  "mulliken_charge": [-0.57, -0.63, 0.01, 0.00, -0.40, -0.43, 0.24, 0.26, 0.29, 0.37, 0.35, 0.27, 0.22],
  "gap_ev": 10.7610,
  "e_homo_ev": -9.60
}

=====

{
  "formula": "C4H7NO",
  "method": "ωB97M-V with the def2-TZVPD basis set",
  "symbols": ["C", "N", "C", "C", "O", "C", "H", "H", "H", "H", "H", "H", "H"],
  "coordinates": [[1.31645, 0.32960, -1.68978], [0.88383, -0.44480, -0.69352], [-0.20777, -0.28316, 0.03164], [-0.77383, -0.96292, 1.23610], [-1.34933, 0.29452, 1.64767], [-0.84371, 0.98489, 0.48445], [2.29983, 0.16606, -2.09865], [0.61807, 1.03486, -2.11517], [1.46597, -1.24835, -0.46146], [-0.07443, -1.37774, 1.97966], [-1.56666, -1.70285, 1.04739], [-0.10934, 1.77516, 0.72995], [-1.65909, 1.43472, -0.09828]],
  "mulliken_charge": [-0.63, -0.12, 0.12, -0.27, -0.40, -0.39, 0.26, 0.25, 0.26, 0.23, 0.18, 0.27, 0.23],
  "gap_ev": 7.5830,
  "e_homo_ev": -6.74
}

=====

{
  "formula": "C4H7NO",
  "method": "ωB97M-V with the def2-TZVPD basis set",
  "symbols": ["O", "C", "C", "N", "C", "C", "H", "H", "H", "H", "H", "H", "H"],
  "coordinates": [[2.20244, 0.18039, 0.22662], [1.19965, -0.63825, -0.10877], [-0.73426, -0.81976, 0.96685], [-1.17227, -0.36439, -0.32418], [-0.74890, 1.00679, -0.52185], [0.13024, -0.09775, -0.99196], [1.99009, 1.10217, -0.00140], [0.66226, -1.25552, 0.76609], [-0.95056, -0.14916, 1.80063], [-1.02967, -1.85307, 1.16363], [-0.46649, 1.58571, 0.35955], [-1.32052, 1.55203, -1.26837], [0.23801, -0.24919, -2.06684]],
  "mulliken_charge": [-0.38, -0.20, -0.65, -0.38, -0.28, -0.27, 0.32, 0.32, 0.29, 0.36, 0.24, 0.28, 0.34],
  "gap_ev": 8.3021,
  "e_homo_ev": -7.64
}

=====

{
  "formula": "C4H7NO",
  "method": "ωB97M-V with the def2-TZVPD basis set",
  "symbols": ["C", "C", "C", "C", "N", "O", "H", "H", "H", "H", "H", "H", "H"],
  "coordinates": [[0.63103, 0.04646, 2.07799], [1.61497, -1.48449, 0.15138], [1.11963, -0.88526, 1.37118], [-0.73349, 0.80683, -0.90905], [0.21397, 0.88650, 2.86699], [2.22325, -1.77543, 1.39538], [-0.31004, 1.32108, 0.04442], [1.26100, -2.39028, -0.39919], [2.16511, -0.70846, -0.40738], [-1.31776, 1.66137, -1.41056], [-1.16626, -0.03243, -0.36815], [-0.12562, 0.55764, -1.71234], [-0.51113, 0.43838, 3.39549]],
  "mulliken_charge": [0.33, -0.18, 0.12, -1.04, -0.57, -0.42, 0.20, 0.24, 0.23, 0.28, 0.28, 0.27, 0.26],
  "gap_ev": 9.7415,
  "e_homo_ev": -9.01
}

=====

{
  "formula": "C4H7NO",
  "method": "ωB97M-V with the def2-TZVPD basis set",
  "symbols": ["C", "C", "C", "C", "H", "H", "H", "H", "H", "H", "H", "N", "O"],
  "coordinates": [[1.77221, 0.64401, 0.64005], [0.82659, -0.31743, 0.11990], [-0.61136, 0.14500, 0.05591], [-1.57251, -0.31314, -1.01635], [1.92536, 0.62733, 1.81143], [2.88244, 0.68205, 0.00590], [1.01770, 1.78786, 0.69133], [-0.91557, 1.02014, 0.43432], [-1.29717, -1.03830, -1.85876], [-1.98244, 0.75541, -1.36453], [-1.58244, -1.87174, 0.57690], [-1.76781, -0.86277, 0.36943], [1.30500, -1.25842, -0.46551]],
  "mulliken_charge": [-0.87, 0.61, 0.03, -0.45, 0.26, 0.26, 0.22, 0.37, 0.26, 0.23, 0.27, -0.63, -0.55],
  "gap_ev": 10.0639,
  "e_homo_ev": -9.37
}

=====

{
  "formula": "C4H7NO",
  "method": "ωB97M-V with the def2-TZVPD basis set",
  "symbols": ["C", "C", "N", "C", "C", "O", "H", "H", "H", "H", "H", "H", "H"],
  "coordinates": [[-1.09261, -0.48320, 1.17501], [-0.40985, -0.68172, -0.13766], [-0.68730, 0.19999, -1.18151], [0.93255, -0.09686, -0.38184], [1.28225, 1.31217, -0.31379], [0.57705, 2.20026, -0.73899], [-1.05493, 0.56926, 1.46751], [-0.56975, -1.08660, 1.92315], [-2.13331, -0.80156, 1.10152], [-0.34576, -1.71408, -0.48146], [-0.54650, -0.14689, -2.11661], [1.77331, -0.82778, -0.41785], [2.27483, 1.55703, 0.10253]],
  "mulliken_charge": [-1.17, 0.58, -0.55, -0.52, -0.08, -0.46, 0.32, 0.31, 0.29, 0.35, 0.23, 0.35, 0.35],
  "gap_ev": 9.2019,
  "e_homo_ev": -9.09
}

=====

{
  "formula": "C4H7NO",
  "method": "ωB97M-V with the def2-TZVPD basis set",
  "symbols": ["N", "C", "O", "C", "C", "C", "H", "H", "H", "H", "H", "H", "H"],
  "coordinates": [[-0.19525, 1.58546, 1.48738], [-0.78812, 0.80491, 0.47672], [-1.89175, 1.03782, 0.03351], [0.01641, -0.42628, 0.19503], [1.03278, -0.59667, -0.90728], [-0.23608, -1.39570, -0.91596], [0.65075, 2.07023, 1.21387], [-0.85263, 2.24351, 1.87817], [0.33244, -0.83288, 1.14805], [1.13811, 0.17626, -1.66213], [1.96572, -1.07620, -0.62414], [-0.19877, -2.44823, -0.64950], [-0.97363, -1.14225, -1.67372]],
  "mulliken_charge": [-0.49, 0.27, -0.56, -0.01, -0.52, -0.54, 0.23, 0.27, 0.38, 0.26, 0.26, 0.22, 0.24],
  "gap_ev": 10.7869,
  "e_homo_ev": -9.82
}

=====

{
  "formula": "C4H7NO",
  "method": "ωB97M-V with the def2-TZVPD basis set",
  "symbols": ["O", "N", "C", "C", "C", "C", "H", "H", "H", "H", "H", "H", "H"],
  "coordinates": [[0.62499, 0.88760, -2.31208], [-0.48460, 0.90781, -1.47259], [-0.32209, 0.12438, -0.49426], [0.85412, -0.61690, 0.04663], [0.08593, -0.27956, 1.51965], [-1.18564, 0.04499, 0.71645], [0.37761, 1.54431, -2.97264], [0.90926, -1.68566, -0.07579], [1.82616, -0.17212, -0.28750], [-0.02157, -1.09525, 2.23457], [0.98331, 0.30311, 1.53563], [-1.80767, -0.86356, 0.66170], [-1.83982, 0.90085, 0.90024]],
  "mulliken_charge": [-0.39, -0.59, 0.35, -0.47, -0.67, -0.32, 0.37, 0.29, 0.32, 0.28, 0.31, 0.21, 0.30],
  "gap_ev": 10.2410,
  "e_homo_ev": -9.16
}

=====

{
  "formula": "C4H7NO",
  "method": "ωB97M-V with the def2-TZVPD basis set",
  "symbols": ["C", "C", "O", "C", "C", "N", "H", "H", "H", "H", "H", "H", "H"],
  "coordinates": [[1.96792, -0.35535, 0.28919], [0.63825, 0.36636, 0.18472], [0.52778, 1.53182, 0.51652], [-0.54764, -0.39045, -0.34301], [-1.86907, 0.03569, 0.20666], [-1.53294, 0.30792, -1.17233], [2.66420, 0.11933, -0.41257], [1.90483, -1.42402, 0.05731], [2.37565, -0.21501, 1.29572], [-0.38321, -1.42560, -0.63416], [-1.84738, 0.87465, 0.90072], [-2.64247, -0.70808, 0.37971], [-1.25592, 1.28274, -1.26848]],
  "mulliken_charge": [-1.05, 0.55, -0.58, 0.15, -0.45, -0.59, 0.26, 0.32, 0.31, 0.30, 0.25, 0.25, 0.30],
  "gap_ev": 10.8584,
  "e_homo_ev": -9.81
}

=====

{
  "formula": "C4H7NO",
  "method": "ωB97M-V with the def2-TZVPD basis set",
  "symbols": ["C", "N", "C", "C", "C", "O", "H", "H", "H", "H", "H", "H", "H"],
  "coordinates": [[1.48626, -0.41527, -0.48152], [0.06690, -0.23420, -0.27897], [-1.06095, 1.66120, 0.74551], [-0.35256, 0.54788, 0.83561], [-0.72763, -1.26417, -0.70669], [-0.34178, -2.22726, -1.33632], [2.05817, 0.40403, -0.04654], [1.68141, -0.47408, -1.55031], [1.79596, -1.35401, -0.02610], [-1.35876, 2.22551, 1.63409], [-1.42707, 2.04747, -0.20189], [-0.05237, 0.18951, 1.82170], [-1.76758, -1.10661, -0.40857]],
  "mulliken_charge": [-0.92, 0.02, -0.67, -0.13, 0.04, -0.55, 0.38, 0.27, 0.33, 0.26, 0.27, 0.36, 0.36],
  "gap_ev": 10.5847,
  "e_homo_ev": -9.64
}

=====

{
  "formula": "C4H7NO",
  "method": "ωB97M-V with the def2-TZVPD basis set",
  "symbols": ["C", "N", "C", "C", "C", "O", "H", "H", "H", "H", "H", "H", "H"],
  "coordinates": [[-1.81318, -0.25982, -0.10473], [-1.17890, 0.92954, 0.46432], [-0.53872, 0.24398, -0.64421], [0.75376, -0.48115, -0.33735], [1.82743, 0.24303, 0.35146], [1.04041, -0.72735, 1.03549], [-1.64490, -1.24440, 0.29198], [-2.76209, -0.05601, -0.61139], [-0.68914, 0.69151, 1.32526], [-0.56731, 0.71018, -1.62041], [1.04825, -1.29941, -0.99838], [2.87122, -0.02519, 0.18994], [1.65316, 1.27509, 0.65803]],
  "mulliken_charge": [-0.53, -0.64, -0.01, -0.11, -0.37, -0.44, 0.25, 0.29, 0.31, 0.36, 0.40, 0.28, 0.22],
  "gap_ev": 10.8017,
  "e_homo_ev": -9.63
}

=====

{
  "formula": "C4H7NO",
  "method": "ωB97M-V with the def2-TZVPD basis set",
  "symbols": ["N", "C", "O", "C", "C", "C", "H", "H", "H", "H", "H", "H", "H"],
  "coordinates": [[2.03185, 0.31240, 0.35800], [1.05203, 0.12388, -0.58485], [1.16209, 0.54177, -1.72252], [-0.18153, -0.56393, -0.05269], [-1.52996, -0.22407, -0.61503], [-1.14271, 0.28123, 0.74434], [2.03835, -0.22553, 1.21128], [2.90514, 0.72397, 0.06109], [-0.01922, -1.57540, 0.31372], [-1.58453, 0.49628, -1.42676], [-2.27001, -1.01792, -0.68455], [-1.60868, -0.15262, 1.62485], [-0.86912, 1.32710, 0.83792]],
  "mulliken_charge": [-0.38, 0.32, -0.61, -0.05, -0.56, -0.53, 0.21, 0.24, 0.39, 0.22, 0.24, 0.26, 0.23],
  "gap_ev": 10.7268,
  "e_homo_ev": -9.78
}

=====

{
  "formula": "C4H7NO",
  "method": "ωB97M-V with the def2-TZVPD basis set",
  "symbols": ["C", "N", "C", "C", "C", "O", "H", "H", "H", "H", "H", "H", "H"],
  "coordinates": [[-1.48437, -0.11206, 0.14236], [-1.29807, 1.29517, 0.25999], [-0.63235, 0.63584, -0.89179], [0.66521, 0.05358, -0.92237], [1.40802, -0.14486, 0.36124], [1.59097, -1.55270, 0.41542], [-0.99068, -0.79508, 0.83155], [-2.45440, -0.44135, -0.21912], [-0.60935, 1.50492, 0.97893], [-1.13525, 0.82736, -1.83537], [1.66128, -1.80442, -0.52198], [2.36733, 0.39814, 0.31526], [0.93249, 0.13386, 1.31774]],
  "mulliken_charge": [-0.30, -0.55, -0.05, -0.53, -0.14, -0.48, 0.21, 0.26, 0.31, 0.42, 0.36, 0.26, 0.23],
  "gap_ev": 8.4666,
  "e_homo_ev": -8.65
}

=====

{
  "formula": "C4H7NO",
  "method": "ωB97M-V with the def2-TZVPD basis set",
  "symbols": ["C", "C", "N", "C", "C", "O", "H", "H", "H", "H", "H", "H", "H"],
  "coordinates": [[2.11936, -0.22512, 0.11067], [0.70286, 0.20635, 0.17295], [0.11402, 1.19821, -0.32689], [-1.26813, 1.07430, 0.12920], [-1.38307, -0.18131, 0.95967], [-0.14904, -0.64522, 0.95162], [2.53619, -0.27488, 1.12095], [2.69197, 0.48267, -0.48862], [2.19092, -1.22477, -0.32733], [-1.55327, 1.93809, 0.74468], [-1.96952, 1.04781, -0.71325], [-1.91623, -1.74602, -1.52224], [-2.11607, -1.65011, -0.81141]],
  "mulliken_charge": [-1.02, 0.76, -0.52, -0.06, -0.47, -0.13, 0.29, 0.31, 0.29, 0.29, 0.25, 0.11, -0.10],
  "gap_ev": 9.8016,
  "e_homo_ev": -9.14
}

=====

{
  "formula": "C4H7NO",
  "method": "ωB97M-V with the def2-TZVPD basis set",
  "symbols": ["C", "C", "C", "C", "H", "H", "H", "H", "H", "H", "H", "N", "O"],
  "coordinates": [[0.94328, -1.47713, 0.69273], [0.65644, -0.84046, -0.56688], [-0.94904, 1.00785, 0.48641], [-0.77066, 1.53351, -0.96535], [1.84069, -0.52068, 1.72256], [-0.53966, -1.69884, 1.29520], [1.91368, -2.78864, 0.07268], [-1.84575, 0.38820, 0.75460], [-0.61128, 1.58985, 1.41652], [-1.46021, 1.39472, -1.81878], [-0.16121, 2.38219, -1.06666], [-0.10885, 0.33622, -0.39991], [1.09257, -1.30677, -1.62313]],
  "mulliken_charge": [-0.83, 0.63, -0.56, -0.36, 0.22, 0.19, 0.28, 0.30, 0.21, 0.23, 0.23, 0.07, -0.61],
  "gap_ev": 9.1884,
  "e_homo_ev": -9.52
}

=====

{
  "formula": "C4H7NO",
  "method": "ωB97M-V with the def2-TZVPD basis set",
  "symbols": ["C", "C", "N", "C", "C", "O", "H", "H", "H", "H", "H", "H", "H"],
  "coordinates": [[1.25914, 0.47634, 1.22302], [0.03781, -0.04036, 0.47175], [-1.08884, 0.67306, -0.29441], [-1.12127, -0.46279, -1.27665], [0.34404, -0.51417, -0.93394], [1.33664, -0.39467, -1.59639], [1.06745, 1.00126, 2.16092], [1.93649, 1.05781, 0.59468], [1.80728, -0.44129, 1.48649], [-0.45466, -0.80099, 1.08811], [-1.95545, 0.72882, 0.23612], [-1.37625, -0.27317, -2.32208], [-1.65904, -1.34660, -0.89420]],
  "mulliken_charge": [-1.17, 0.20, -0.60, -0.45, 0.54, -0.55, 0.35, 0.30, 0.30, 0.26, 0.26, 0.31, 0.25],
  "gap_ev": 10.4102,
  "e_homo_ev": -9.67
}

=====

{
  "formula": "C4H7NO",
  "method": "ωB97M-V with the def2-TZVPD basis set",
  "symbols": ["C", "O", "C", "C", "C", "N", "H", "H", "H", "H", "H", "H", "H"],
  "coordinates": [[-1.61322, -0.34440, 0.93747], [-0.51966, 0.52396, 0.82150], [0.10624, 0.43588, -0.32087], [1.44924, 1.10692, -0.36966], [0.23615, -1.68971, -0.41521], [0.84510, -2.54141, -0.92812], [-2.00863, -0.19891, 1.95501], [-1.00140, -1.36255, 0.52985], [-2.37974, -0.12232, 0.17960], [-0.50675, 0.40879, -1.22330], [1.43350, 2.08263, -0.87642], [1.84357, 1.24821, 0.64055], [2.11561, 0.45292, -0.93040]],
  "mulliken_charge": [-0.55, -0.29, 0.20, -1.04, 0.14, -0.52, 0.24, 0.20, 0.28, 0.39, 0.30, 0.30, 0.34],
  "gap_ev": 10.3500,
  "e_homo_ev": -10.26
}

=====

What did we get for energy relative to the best compared isomer or geometry (same formula, charge and spin)? Answer: 317.4 278.9 295.3 422.8 576.7 500.9 470.1 404.9 111.2 425.0 165.3 134.0 298.9 82.2 525.0 387.0 920.6 221.4 392.6 kJ/mol, in the order shown.